Formula: C44H121AsF6N11O11
Source: the OMol25 dataset
Level of theory: ωB97M-V/def2-TZVPD

```
194
Properties=species:S:1:pos:R:3:forces:R:3:lowdin_charge:R:1
As 0.245 0.473 -1.001 1.1 -0.9 1.4 0.93
F -1.406 0.657 -0.293 1.4 0.0 -0.7 -0.28
F 0.795 -0.202 0.556 -0.4 0.6 -1.0 -0.27
F 1.926 0.215 -1.659 -1.9 0.5 0.6 -0.28
F -0.296 1.103 -2.534 0.3 -0.1 0.4 -0.26
F 0.718 2.112 -0.411 -0.5 -1.8 -0.7 -0.28
F -0.182 -1.180 -1.521 0.1 1.5 0.2 -0.27
C -4.964 3.261 -1.668 0.8 0.7 -0.3 -0.04
C -3.842 2.730 -2.567 0.6 -0.4 -0.5 -0.41
C -3.732 3.370 -3.948 -0.5 -0.2 1.4 -0.21
O -4.985 3.193 -4.569 -0.1 -0.4 -0.4 -0.18
C -5.082 3.905 -5.771 0.3 0.2 -0.3 -0.12
N -2.518 2.840 -1.926 -1.1 0.5 0.9 0.05
H -4.612 4.191 -1.222 0.0 0.0 0.3 0.06
H -5.172 2.529 -0.888 -0.2 0.2 0.0 0.06
H -5.862 3.527 -2.225 0.0 -0.4 -0.1 0.08
H -4.071 1.671 -2.691 -0.1 -0.3 -0.5 0.12
H -2.880 2.899 -4.438 -0.1 -0.3 -0.6 0.11
H -3.449 4.418 -3.845 -0.2 0.4 0.1 0.13
H -5.854 3.549 -6.454 -0.1 -0.6 0.4 0.08
H -4.127 3.809 -6.288 0.1 0.4 -0.3 0.08
H -5.342 4.946 -5.577 0.3 0.3 0.0 0.09
H -2.632 2.308 -1.074 0.4 0.1 0.4 0.05
H -1.733 2.391 -2.376 -0.4 -0.2 -0.6 0.04
C -2.711 -0.257 -5.280 0.7 -0.2 -0.8 -0.06
C -1.252 -0.343 -5.875 -1.6 1.3 1.4 -0.39
C -0.623 1.101 -5.979 0.8 -0.7 -0.2 -0.15
O 0.530 1.173 -6.900 -0.5 -0.5 1.2 -0.20
C 1.016 2.484 -7.087 -0.7 0.6 -0.9 -0.14
N -0.579 -1.383 -5.074 0.7 0.5 -2.1 0.05
H -2.722 -0.021 -4.216 0.4 0.4 0.0 0.06
H -3.117 -1.268 -5.315 -0.1 0.0 -0.3 0.06
H -3.370 0.432 -5.808 0.0 0.0 0.0 0.06
H -1.232 -0.705 -6.902 -0.4 -0.2 0.0 0.13
H -0.303 1.398 -4.980 0.1 0.2 0.1 0.10
H -1.373 1.794 -6.358 -0.2 0.1 0.0 0.10
H 0.305 3.042 -7.697 -0.4 0.2 -0.2 0.07
H 1.920 2.506 -7.696 0.2 -0.6 0.3 0.08
H 1.166 3.139 -6.229 0.1 -0.6 0.7 0.08
H 0.242 -1.330 -5.660 1.2 -1.2 0.8 0.06
H -0.315 -1.199 -4.117 -0.2 0.7 0.2 0.05
C -2.050 6.286 -0.369 -0.8 1.1 1.0 -0.07
C -0.811 5.619 0.102 1.5 -0.7 -1.3 -0.43
C -0.953 4.813 1.390 -1.0 -0.1 0.4 -0.18
O -1.662 5.529 2.415 0.9 0.6 -0.2 -0.19
C -1.859 4.895 3.670 -0.4 -0.3 -0.3 -0.09
N -0.268 4.769 -1.014 -0.1 0.4 1.3 0.05
H -2.925 5.640 -0.435 0.1 -0.2 -0.1 0.06
H -1.942 6.863 -1.288 0.2 -0.3 -0.1 0.08
H -2.240 7.000 0.433 -0.6 0.3 -0.1 0.07
H -0.023 6.356 0.256 -0.1 0.4 0.2 0.13
H 0.034 4.510 1.741 0.2 -0.1 0.1 0.12
H -1.534 3.925 1.143 0.1 -0.4 0.0 0.10
H -2.840 4.423 3.619 0.0 -0.2 0.5 0.07
H -1.835 5.624 4.480 -0.2 0.4 -0.2 0.08
H -1.130 4.145 3.977 0.4 -0.2 -0.5 0.08
H -1.035 4.194 -1.333 -0.4 -0.1 -0.3 0.00
H 0.333 4.092 -0.564 0.5 -0.1 -0.2 0.02
C 1.226 -2.881 2.152 0.9 2.1 -0.1 -0.06
C 2.402 -3.213 3.066 -0.2 -1.2 0.1 -0.44
C 1.935 -3.858 4.363 -0.8 -0.3 0.4 -0.22
O 2.942 -4.024 5.345 0.3 0.9 -0.1 -0.20
C 3.231 -2.867 6.151 -0.2 -1.2 -0.2 -0.09
N 3.275 -4.126 2.367 0.4 -1.3 0.0 0.05
H 1.632 -2.394 1.265 0.2 -0.3 -0.2 0.05
H 0.722 -2.043 2.634 -0.8 -0.3 0.0 0.07
H 0.546 -3.629 1.743 0.1 -0.4 0.8 0.08
H 3.061 -2.380 3.312 -0.6 0.7 -0.1 0.12
H 1.565 -4.868 4.189 0.3 -0.4 -0.5 0.12
H 1.004 -3.441 4.747 0.1 1.0 0.5 0.12
H 4.056 -3.236 6.761 -0.2 0.4 0.4 0.08
H 2.322 -2.625 6.702 0.1 0.1 0.4 0.08
H 3.574 -1.959 5.655 -0.1 -0.1 -0.6 0.08
H 3.973 -4.469 3.011 0.8 0.6 0.3 0.07
H 2.740 -4.983 2.375 -0.5 -0.5 -0.9 0.06
C 4.513 4.529 -4.017 0.2 0.6 0.5 -0.08
C 4.266 3.057 -3.705 -0.4 1.0 1.1 -0.39
C 5.464 2.343 -3.035 0.0 -0.3 -1.5 -0.17
O 6.601 2.266 -3.956 -1.2 1.3 0.2 -0.20
C 7.648 1.467 -3.495 -1.1 -0.9 0.3 -0.13
N 3.167 3.060 -2.660 1.3 -0.4 -1.1 0.06
H 4.678 5.080 -3.092 0.4 -0.1 0.2 0.08
H 3.623 5.028 -4.401 -0.2 -0.3 -0.4 0.07
H 5.329 4.734 -4.711 0.1 -0.2 0.1 0.07
H 4.021 2.622 -4.674 -0.2 -0.7 0.1 0.13
H 5.145 1.328 -2.795 0.0 -0.4 0.0 0.11
H 5.658 2.808 -2.069 0.5 0.4 -0.1 0.11
H 7.943 1.814 -2.505 0.6 -0.1 0.0 0.09
H 8.445 1.350 -4.229 0.1 0.8 0.1 0.09
H 7.233 0.461 -3.429 0.2 -0.5 0.6 0.07
H 2.465 3.749 -2.888 -0.1 0.0 0.0 0.06
H 2.734 2.151 -2.585 -0.2 -0.1 0.1 0.03
C 1.797 -3.143 -2.217 0.6 0.4 0.1 -0.06
C 2.771 -4.309 -2.228 -2.2 0.8 0.0 -0.48
C 4.042 -3.964 -2.914 1.8 0.0 -0.2 -0.20
O 4.911 -3.083 -2.183 -0.3 -0.5 0.0 -0.16
C 6.108 -2.737 -2.848 -0.2 0.0 -0.4 -0.11
N 2.967 -4.772 -0.885 1.0 -0.1 0.3 0.06
H 1.506 -2.851 -3.226 -0.1 0.0 0.0 0.07
H 2.350 -2.315 -1.773 -0.3 0.2 0.1 0.07
H 0.909 -3.315 -1.608 0.0 -0.2 -0.1 0.06
H 2.296 -5.151 -2.730 0.1 0.0 -1.2 0.13
H 3.879 -3.553 -3.910 -0.3 0.0 -0.2 0.13
H 4.581 -4.904 -3.036 0.4 -0.3 -0.3 0.12
H 6.480 -3.410 -3.620 -0.5 -0.8 -0.2 0.08
H 6.957 -2.691 -2.166 -0.5 0.4 0.3 0.06
H 5.951 -1.809 -3.396 0.2 0.5 0.2 0.08
H 3.583 -5.553 -1.058 0.2 -0.5 1.0 0.07
H 2.085 -5.124 -0.539 0.0 -0.1 0.2 0.07
C 0.753 4.095 6.778 0.3 -0.8 -0.2 -0.07
C 2.045 3.402 6.253 -0.2 1.1 -0.5 -0.38
C 1.957 2.919 4.778 0.0 0.0 0.5 -0.21
O 1.035 1.849 4.574 0.6 0.7 0.2 -0.19
C 1.088 1.364 3.234 -0.8 0.0 0.3 -0.10
N 3.133 4.436 6.446 -0.8 -1.1 0.2 0.02
H 0.865 4.212 7.856 0.0 0.2 0.0 0.07
H -0.139 3.492 6.608 0.1 -0.2 -0.1 0.07
H 0.543 5.063 6.323 0.3 0.1 -0.1 0.07
H 2.196 2.523 6.880 0.4 0.1 0.1 0.13
H 2.923 2.574 4.409 0.5 0.0 0.2 0.11
H 1.736 3.822 4.208 -0.5 0.1 -0.5 0.11
H 0.361 0.552 3.209 0.0 0.1 -0.3 0.08
H 2.047 0.969 2.898 0.4 0.0 0.4 0.07
H 0.804 2.153 2.539 -0.1 0.0 -0.2 0.07
H 4.015 4.252 5.990 -0.1 -0.2 -0.2 0.06
H 2.803 5.353 6.180 0.0 -0.1 -0.2 0.05
C -5.612 -6.479 -1.678 1.4 0.8 -0.5 -0.06
C -5.281 -5.275 -0.745 -1.2 0.7 -1.3 -0.37
C -4.515 -4.045 -1.432 0.9 -1.9 0.5 -0.19
O -3.148 -4.378 -1.689 -1.5 -0.1 -0.1 -0.21
C -2.545 -3.535 -2.654 0.8 -0.4 0.9 -0.10
N -6.634 -4.735 -0.442 0.4 0.9 -0.3 0.01
H -6.201 -6.155 -2.536 -0.3 0.3 0.1 0.07
H -6.166 -7.296 -1.215 0.3 0.2 0.3 0.07
H -4.689 -6.808 -2.154 0.1 -0.5 0.3 0.07
H -4.819 -5.650 0.168 0.3 0.4 -0.1 0.10
H -4.542 -3.142 -0.821 -0.1 0.0 0.7 0.10
H -5.023 -3.716 -2.339 -0.2 -0.5 -0.5 0.12
H -2.644 -2.491 -2.356 0.0 0.2 -0.2 0.08
H -2.894 -3.702 -3.673 -0.2 0.0 0.0 0.08
H -1.505 -3.845 -2.547 0.2 0.5 -0.6 0.08
H -6.922 -4.495 -1.380 -1.1 -0.9 -0.7 0.05
H -6.479 -3.751 -0.271 0.1 0.6 1.6 0.05
C -3.521 -6.698 2.494 1.2 0.1 -0.4 -0.07
C -3.330 -5.270 3.037 0.5 0.3 -0.3 -0.43
C -3.160 -4.151 1.961 0.6 -0.2 0.1 -0.16
O -2.436 -2.977 2.420 -1.2 -1.2 0.0 -0.17
C -2.107 -2.158 1.328 1.1 0.1 -0.7 -0.14
N -4.350 -4.963 3.985 -1.7 0.7 0.7 0.03
H -4.439 -6.894 1.939 0.0 0.3 -0.1 0.07
H -3.456 -7.448 3.282 -0.3 0.3 0.4 0.07
H -2.635 -6.929 1.902 -0.2 -0.1 -0.6 0.07
H -2.412 -5.242 3.623 0.4 -0.2 -0.3 0.13
H -4.084 -3.830 1.480 -0.6 0.1 0.5 0.11
H -2.642 -4.611 1.120 0.6 0.0 -0.1 0.11
H -2.882 -1.956 0.588 -0.7 -0.1 0.3 0.08
H -1.311 -2.619 0.744 0.2 -0.2 -0.2 0.07
H -1.693 -1.199 1.641 -0.2 -0.1 0.4 0.08
H -5.202 -4.743 3.490 -0.2 0.6 -0.3 0.07
H -4.664 -5.801 4.455 0.5 -0.3 0.5 0.06
C 4.273 1.265 0.578 1.9 0.2 -0.5 -0.05
C 4.693 -0.174 0.216 0.3 -0.3 0.1 -0.42
C 6.239 -0.476 0.350 0.1 0.3 -0.4 -0.17
O 6.628 -1.853 0.238 0.8 -0.2 -1.0 -0.19
C 8.059 -2.066 0.049 -1.2 0.0 0.3 -0.11
N 3.984 -1.099 1.027 -0.3 -0.9 1.3 0.06
H 4.728 1.931 -0.156 -0.6 0.4 -0.3 0.05
H 4.761 1.593 1.496 -0.1 -0.3 0.5 0.07
H 3.196 1.403 0.674 0.1 -0.1 -0.4 0.06
H 4.346 -0.401 -0.792 0.5 0.2 -0.4 0.12
H 6.700 -0.143 1.280 -0.5 0.4 0.6 0.11
H 6.730 0.144 -0.400 0.2 -0.1 -0.5 0.10
H 8.292 -3.118 -0.112 -0.7 -0.3 0.5 0.08
H 8.594 -1.757 0.947 0.2 0.3 -0.1 0.08
H 8.484 -1.660 -0.868 -0.2 1.0 0.0 0.07
H 3.026 -0.796 1.134 -0.3 0.0 -0.2 0.03
H 4.375 -1.009 1.954 0.1 -0.4 0.5 0.07
C -4.462 1.875 6.060 0.7 2.0 0.5 -0.07
C -5.414 1.416 5.019 -0.2 0.3 -0.8 -0.47
C -4.781 1.355 3.651 -0.2 -1.8 0.0 -0.27
O -4.341 2.552 3.151 0.9 0.6 -0.3 -0.17
C -3.790 2.380 1.844 -1.0 0.7 0.0 -0.08
N -5.898 0.109 5.379 -0.9 -0.5 -0.5 0.04
H -3.499 1.364 6.069 -0.2 -0.5 0.0 0.09
H -4.915 1.888 7.052 0.0 -0.4 0.1 0.08
H -4.188 2.917 5.895 0.0 0.3 -0.1 0.07
H -6.263 2.077 4.847 -0.2 0.3 0.7 0.14
H -5.465 0.928 2.917 -0.5 -0.3 0.1 0.13
H -3.994 0.608 3.757 0.8 -0.1 -0.3 0.13
H -3.683 3.402 1.480 0.6 -0.2 -0.2 0.09
H -4.530 1.916 1.191 -0.3 -0.2 0.0 0.07
H -2.912 1.740 1.767 0.4 0.3 0.4 0.09
H -5.213 -0.593 5.140 0.1 -0.2 0.3 0.07
H -6.074 0.112 6.373 0.1 -0.4 0.0 0.07
```
Forces are in eV/Å.

LUMO: 2.22 eV
Multiplicity: 1
Energy: -6013.81972 a.u.
Total charge: -1